# H12NO4

5 unconnected molecules or ions with the total composition H12NO4 at a distorted geometry (ωB97M-V/def2-TZVPD, the Open Molecules 2025 dataset).

```
17
Properties=species:S:1:pos:R:3:forces:R:3
N 0.115 0.008 1.167 0.5958 -0.8526 1.2160
H -0.651 -0.285 0.460 0.0943 1.5499 0.2486
H 0.952 0.499 0.831 -0.0618 -0.6270 -0.7609
H 0.385 -0.915 1.551 0.8233 0.3634 -0.4284
H -0.074 0.539 2.022 -1.1741 0.0689 -0.4791
H -4.509 1.168 -1.973 -0.9893 -0.5744 -0.1743
H -3.284 1.888 -1.808 0.6614 0.1596 -0.2123
O -3.587 1.050 -2.175 0.4576 0.3471 0.4663
H 3.982 0.971 0.223 0.3269 -0.6132 0.4761
H 3.623 2.105 -0.609 -0.3520 0.4702 -0.3543
O 3.202 1.397 -0.119 -0.1596 0.0545 -0.0103
H 2.499 -2.258 2.267 -0.4765 0.0278 0.3993
H 2.750 -2.131 0.851 0.0267 0.0452 -0.9489
O 2.043 -1.960 1.470 0.5327 -0.2286 0.6525
H -2.492 -1.153 -0.088 -0.2166 -0.5445 0.3830
H -2.385 -0.171 -1.190 0.0228 0.6485 -0.5093
O -1.852 -0.568 -0.487 -0.1116 -0.2944 0.0359
```
Positions in Å, forces in eV/Å.

HOMO = -0.55453 Ha
Total charge = +1
Lowest unoccupied orbital energy = -2.997 eV
Energy relative to the best compared isomer or geometry (same formula, charge and spin) = 21.9 kcal per mole
Total energy = -362.6830 Ha
Frontier orbital gap = 12.1 eV

# C19H22N5PdS

A molecular structure, C19H22N5PdS (ωB97M-V/def2-TZVPD, the Open Molecules 2025 dataset).

```
48
Properties=species:S:1:pos:R:3:forces:R:3
Pd -0.582 -0.160 -0.322 0.4661 -0.0360 0.7403
N -0.497 -0.596 1.820 0.1471 0.0767 0.1334
C -1.162 -1.674 2.523 -0.0495 -0.0453 -0.1675
C -1.109 -1.659 3.913 0.0083 0.0324 -0.0374
C -1.730 -2.641 4.655 -0.0285 -0.0471 0.0064
C -2.417 -3.643 3.985 0.0195 0.0187 0.0332
C -2.467 -3.651 2.606 0.0082 0.0693 -0.0049
C -1.835 -2.674 1.822 -0.0348 0.0312 -0.0992
C -1.915 -2.741 0.326 -0.0329 -0.2171 -0.0109
C -2.472 -3.893 -0.268 0.0244 -0.0152 0.0843
C -2.611 -4.067 -1.629 0.0095 0.0260 0.0082
C -2.194 -3.072 -2.500 0.0061 0.0131 -0.0214
C -1.634 -1.926 -1.967 -0.0961 -0.1395 0.0730
C -1.488 -1.782 -0.590 -0.4629 -0.6108 -0.3721
H 0.499 -0.631 2.014 0.0371 -0.0460 0.0742
H -0.823 0.287 2.198 -0.0247 0.0344 0.0761
H -0.574 -0.856 4.408 0.0063 -0.0101 0.0035
H -1.685 -2.621 5.736 -0.0053 -0.0066 -0.0094
H -2.924 -4.422 4.539 0.0020 0.0147 -0.0010
H -3.035 -4.439 2.139 -0.0130 0.0059 0.0084
H -2.804 -4.701 0.363 0.0196 -0.0186 -0.0099
H -3.051 -4.980 -2.005 0.0070 0.0069 -0.0037
H -2.308 -3.177 -3.570 -0.0052 -0.0004 0.0089
H -1.331 -1.117 -2.624 0.0076 0.0320 -0.0175
N -0.307 2.771 0.578 -0.1213 0.1516 -0.0089
C -0.504 2.384 -0.705 0.0489 0.7671 -0.0641
S -1.983 1.681 -1.177 0.0166 0.0430 -0.1355
N 0.497 2.595 -1.573 0.0012 -0.0861 -0.1209
C 1.612 3.481 -1.477 0.0095 -0.1861 0.0576
C 2.806 3.065 -2.052 0.0957 -0.0036 0.0698
C 3.905 3.909 -2.037 0.0112 -0.0252 -0.0092
C 3.818 5.162 -1.446 -0.0224 0.0098 0.0070
C 2.616 5.578 -0.893 0.0060 -0.0052 0.0178
C 1.504 4.747 -0.914 -0.0154 0.0629 -0.0667
H -1.141 2.906 1.126 -0.0113 -0.0665 0.0402
H 0.497 3.331 0.820 0.0521 0.0075 -0.0309
H 0.437 2.041 -2.414 -0.1090 0.1405 -0.1422
H 2.864 2.082 -2.505 -0.0134 0.0357 -0.0096
H 4.832 3.584 -2.490 -0.0007 0.0138 -0.0003
H 4.677 5.818 -1.433 -0.0035 -0.0043 -0.0005
H 2.528 6.566 -0.462 0.0113 -0.0030 -0.0037
H 0.556 5.121 -0.550 -0.0270 -0.0585 0.0279
N 2.478 -0.362 -1.620 -0.0641 -0.1081 -0.0414
N 1.463 -1.248 -1.117 0.1351 0.1709 -0.1123
H 3.275 -0.890 -1.961 0.0713 -0.0014 0.0266
H 2.800 0.207 -0.848 -0.0012 0.0528 0.0289
H 1.851 -1.961 -0.506 -0.0029 -0.0554 0.0198
H 1.067 -1.731 -1.914 -0.0824 -0.0205 -0.0443
```
Positions in Å, forces in eV/Å.

HOMO = -0.39673 Ha
Total charge = +1
Lowest unoccupied orbital energy = -3.374 eV
Energy relative to the best compared isomer or geometry (same formula, charge and spin) = 51.2 kcal per mole
Total energy = -1536.8222 Ha
Frontier orbital gap = 7.4 eV